(1)
{"formula": "C4H13P3", "method": "wB97M-V/def2-TZVPD", "e_tot_ev": -32220.0807, "orbital_gap_ev": [7.72, 6.84], "relative_energy_kcal_mol": 102.2, "symbols": ["C", "C", "C", "C", "P", "P", "P", "H", "H", "H", "H", "H", "H", "H", "H", "H", "H", "H", "H", "H"], "coordinates": [[0.4898, 2.0231, -0.9915], [-0.8785, -1.5368, -1.6059], [-0.3080, 1.9962, 0.3508], [1.3134, -0.1953, 1.5443], [-0.4840, -2.7545, 1.0760], [-0.3556, 0.2909, 1.2245], [0.5173, -2.3766, -0.8116], [0.3429, 1.2026, -1.5711], [0.1937, 2.8678, -1.6259], [1.6143, 2.1056, -0.8611], [-1.7233, -1.9464, -2.2810], [-0.1914, -0.9969, -2.2955], [-1.2158, -0.9155, -0.8057], [-1.4808, 2.1105, 0.0506], [-0.0568, 2.8166, 0.9985], [2.0317, 0.3633, 0.9691], [1.6272, -0.9690, 2.0816], [0.5110, -3.4083, 1.7843], [-1.0796, -4.0091, 0.6830], [-0.5586, 0.6898, 2.5193]], "forces_ev_per_a": [[1.42, 2.58, 2.03], [0.31, -0.25, -2.33], [-2.24, -0.96, -1.44], [-1.16, 3.49, -3.32], [-1.09, -1.06, -0.10], [0.12, 0.99, -0.63], [0.57, -1.13, 0.48], [-0.63, -2.70, -1.50], [0.02, 0.05, 0.37], [-1.27, -0.04, 0.15], [1.40, 0.10, 1.53], [-1.08, 0.46, 0.03], [-0.85, 0.91, 0.15], [2.69, -0.13, 0.82], [0.18, 0.29, 0.26], [0.51, -0.12, 0.00], [1.07, -3.10, 2.24], [0.73, -0.25, 0.19], [0.06, 0.39, 0.10], [-0.76, 0.47, 0.96]], "mulliken_charge": [-0.91, -0.62, -0.55, -0.96, -0.24, 0.09, 0.06, 0.17, 0.36, 0.28, 0.34, 0.20, 0.10, 0.23, 0.46, 0.25, 0.59, 0.05, 0.09, 0.01]}

=====

(2)
{"formula": "C60H134N6O10", "method": "wB97M-V/def2-TZVPD", "e_tot_ev": -93793.4672, "orbital_gap_ev": 7.92, "smiles": "CC1(C)CCCC(C)(C)N1O.CC1(C)CCCC(C)(C)N1O.CC1(C)CCCC(C)(C)N1O.CC1(C)CCCC(C)(C)N1O.CC1(C)CCCC(C)(C)N1O.COCCNCCOC.CC(C)O.CC(C)O.CC(C)O", "symbols": ["C", "C", "C", "C", "C", "C", "C", "C", "C", "N", "O", "H", "H", "H", "H", "H", "H", "H", "H", "H", "H", "H", "H", "H", "H", "H", "H", "H", "H", "H", "C", "C", "C", "C", "C", "C", "C", "C", "C", "N", "O", "H", "H", "H", "H", "H", "H", "H", "H", "H", "H", "H", "H", "H", "H", "H", "H", "H", "H", "H", "C", "C", "C", "C", "C", "C", "C", "C", "C", "N", "O", "H", "H", "H", "H", "H", "H", "H", "H", "H", "H", "H", "H", "H", "H", "H", "H", "H", "H", "H", "C", "C", "C", "C", "C", "C", "C", "C", "C", "N", "O", "H", "H", "H", "H", "H", "H", "H", "H", "H", "H", "H", "H", "H", "H", "H", "H", "H", "H", "H", "C", "C", "C", "C", "C", "C", "C", "C", "C", "N", "O", "H", "H", "H", "H", "H", "H", "H", "H", "H", "H", "H", "H", "H", "H", "H", "H", "H", "H", "H", "C", "O", "C", "C", "N", "C", "C", "O", "C", "H", "H", "H", "H", "H", "H", "H", "H", "H", "H", "H", "H", "H", "H", "H", "C", "C", "C", "O", "H", "H", "H", "H", "H", "H", "H", "H", "C", "C", "C", "O", "H", "H", "H", "H", "H", "H", "H", "H", "C", "C", "C", "O", "H", "H", "H", "H", "H", "H", "H", "H"], "coordinates": [[-3.5137, 3.9776, -5.8553], [-4.7844, 3.1409, -5.6083], [-6.0736, 3.7231, -6.2422], [-4.4744, 1.7995, -6.3982], [-3.7523, 0.7944, -5.5884], [-4.2582, 0.7010, -4.1320], [-4.3643, 2.0027, -3.3611], [-5.1642, 1.6716, -2.0500], [-2.9443, 2.5881, -2.8996], [-5.1235, 2.9332, -4.1795], [-5.4858, 4.0682, -3.5437], [-3.6556, 4.3763, -6.8598], [-3.4118, 4.8013, -5.1488], [-2.5923, 3.4096, -5.9838], [-6.1936, 3.6483, -7.3230], [-6.9438, 3.2944, -5.7452], [-6.0814, 4.7312, -5.8276], [-5.3856, 1.2618, -6.6603], [-4.0638, 1.9865, -7.3905], [-3.8585, -0.1593, -6.1054], [-2.7200, 1.1355, -5.5107], [-3.4827, 0.0922, -3.6673], [-5.1641, 0.0948, -4.1383], [-6.2074, 1.4669, -2.2910], [-5.0495, 2.5307, -1.3890], [-4.5995, 0.9295, -1.4858], [-3.0232, 3.5875, -2.4717], [-2.2151, 2.6947, -3.7027], [-2.5077, 2.0153, -2.0814], [-6.3845, 3.8162, -3.3193], [6.0145, 0.0388, -5.3710], [5.9361, -1.2773, -4.4376], [4.7329, -1.2266, -3.3840], [5.5896, -2.4452, -5.4503], [6.7494, -2.8415, -6.3437], [7.9191, -3.2739, -5.5028], [8.3242, -2.0803, -4.5542], [9.1965, -2.7038, -3.4151], [9.3609, -1.1633, -5.2416], [7.2033, -1.4437, -3.7748], [7.6022, -0.3032, -3.1142], [6.9309, -0.0238, -5.9579], [5.3469, 0.3803, -6.1620], [6.2356, 0.8719, -4.7038], [5.0049, -0.7934, -2.4214], [3.8411, -0.7645, -3.8073], [4.5886, -2.2602, -3.0697], [5.2397, -3.3684, -4.9884], [4.7478, -2.1671, -6.0845], [6.3299, -3.7095, -6.8524], [6.8787, -2.0506, -7.0825], [8.7059, -3.5604, -6.2006], [7.6003, -4.1635, -4.9595], [10.1041, -2.1495, -3.1759], [9.4832, -3.7458, -3.5571], [8.6784, -2.7435, -2.4570], [10.0365, -1.7989, -5.8140], [9.9495, -0.4644, -4.6472], [8.9181, -0.5422, -6.0202], [7.8124, -0.6783, -2.2559], [-0.0979, -4.9393, 0.6857], [0.7382, -5.9871, -0.1920], [-0.2427, -6.5294, -1.2674], [1.8303, -5.2814, -0.9760], [2.9228, -4.9199, -0.0524], [3.4245, -6.1225, 0.7265], [2.5100, -6.9613, 1.4713], [3.0730, -8.4450, 1.6657], [2.3199, -6.3091, 2.8491], [1.2526, -7.1372, 0.5595], [0.4014, -7.8534, 1.2133], [-0.4380, -4.1317, 0.0374], [-0.9607, -5.2829, 1.2564], [0.4668, -4.4845, 1.4995], [-1.1286, -7.0336, -0.8815], [-0.6778, -5.7690, -1.9159], [0.1532, -7.2952, -1.9344], [2.2868, -6.0124, -1.6434], [1.5660, -4.3899, -1.5448], [3.7107, -4.3167, -0.5035], [2.3873, -4.3567, 0.7119], [4.0630, -5.5780, 1.4221], [4.1787, -6.7441, 0.2439], [2.2880, -9.0956, 2.0511], [3.9843, -8.5228, 2.2586], [3.4968, -8.8993, 0.7700], [3.1309, -6.4013, 3.5715], [1.3472, -6.5155, 3.2956], [2.3255, -5.2192, 2.8666], [0.6099, -8.6812, 0.7742], [-4.9880, -1.2670, 0.5888], [-5.7258, -1.5803, 1.8952], [-6.9486, -0.7282, 2.2073], [-6.2325, -3.0447, 1.7540], [-6.6489, -3.8406, 3.0060], [-5.6018, -3.7206, 4.0865], [-5.1582, -2.2584, 4.3589], [-6.1386, -1.5146, 5.3007], [-3.8875, -2.4483, 5.1669], [-4.7766, -1.5963, 3.0241], [-4.1656, -0.4879, 3.2402], [-5.7426, -1.0385, -0.1639], [-4.4642, -0.3203, 0.4568], [-4.3530, -2.0646, 0.2032], [-6.7303, 0.3123, 2.4477], [-7.4619, -0.5997, 1.2543], [-7.6316, -1.1550, 2.9419], [-7.1814, -3.0277, 1.2180], [-5.5231, -3.5226, 1.0784], [-7.6483, -3.5793, 3.3541], [-6.9058, -4.8727, 2.7676], [-4.8115, -4.4607, 3.9604], [-6.1511, -4.0597, 4.9647], [-6.0414, -1.9473, 6.2965], [-7.1634, -1.7256, 4.9950], [-5.8277, -0.4702, 5.3243], [-4.0246, -2.9497, 6.1249], [-3.6107, -1.4358, 5.4604], [-3.0228, -2.8534, 4.6411], [-3.2934, -0.7192, 2.9125], [-6.1692, 7.2628, 4.3175], [-5.3365, 5.9278, 4.3613], [-4.3968, 5.9274, 5.5064], [-6.3726, 4.7602, 4.6398], [-5.9611, 3.2630, 4.4026], [-5.4492, 3.1782, 2.9326], [-4.2898, 4.1934, 2.5955], [-2.9452, 3.5947, 3.1014], [-4.2524, 4.3334, 0.9858], [-4.6548, 5.5558, 3.1020], [-3.8699, 6.5115, 2.6533], [-6.9422, 7.2049, 3.5512], [-6.5942, 7.5428, 5.2814], [-5.4894, 8.0695, 4.0433], [-3.7748, 5.0677, 5.7559], [-3.7169, 6.7771, 5.4450], [-4.9882, 6.1396, 6.3971], [-6.7507, 4.8213, 5.6603], [-7.2830, 4.9528, 4.0722], [-5.2629, 2.7775, 5.0844], [-6.9366, 2.7814, 4.4693], [-6.1260, 3.1982, 2.0785], [-5.0851, 2.1652, 2.7613], [-3.0588, 2.8402, 3.8798], [-2.5325, 4.4664, 3.6092], [-2.3160, 3.2664, 2.2740], [-4.1586, 3.3931, 0.4426], [-3.4299, 4.9672, 0.6541], [-5.2013, 4.7905, 0.7051], [-4.2713, 6.7788, 1.8233], [4.6153, -1.7138, 1.1730], [4.8202, -0.4501, 0.4507], [5.9469, 0.4318, 0.7021], [5.3758, 1.8469, 0.9173], [4.2615, 2.2539, 0.0304], [4.7887, 2.3791, -1.3706], [3.7018, 2.6834, -2.4500], [2.9835, 1.4864, -2.7869], [2.1134, 1.8046, -3.8840], [3.6553, -2.2142, 1.0462], [4.5616, -1.4942, 2.2393], [5.3591, -2.4686, 0.9178], [6.7121, 0.4506, -0.0739], [6.4453, -0.0030, 1.5684], [6.1128, 2.6476, 0.8559], [4.8968, 1.7031, 1.8858], [3.5979, 1.5000, 0.1375], [5.3091, 1.4585, -1.6347], [5.5758, 3.1325, -1.3407], [4.1785, 3.1326, -3.3213], [2.9015, 3.3195, -2.0719], [1.7029, 0.9253, -4.3804], [2.5300, 2.4965, -4.6161], [1.2121, 2.2237, -3.4367], [1.1934, 4.9046, 2.4002], [2.3963, 4.7515, 1.5199], [2.9406, 6.1238, 1.0630], [3.4088, 4.0420, 2.1470], [0.7520, 3.9121, 2.4907], [0.4865, 5.5844, 1.9245], [1.5168, 5.2551, 3.3803], [2.1630, 4.1958, 0.6117], [2.2478, 6.7047, 0.4541], [3.6843, 5.9907, 0.2773], [3.3844, 6.6894, 1.8823], [3.7379, 3.5622, 1.3834], [0.9392, 0.0112, 0.1172], [-0.0232, -0.5574, -0.8845], [-1.3319, -1.0227, -0.2197], [-0.3408, 0.4732, -1.7086], [1.9244, 0.2799, -0.2641], [1.1535, -0.8267, 0.7805], [0.6939, 0.8833, 0.7232], [0.3950, -1.3842, -1.4586], [-1.9983, -1.1512, -1.0727], [-1.7960, -0.3006, 0.4520], [-1.2316, -2.0233, 0.2008], [0.4145, 0.5952, -2.2884], [4.0072, 1.2903, 5.7427], [4.8248, -0.0391, 5.3774], [3.9726, -1.2901, 4.8871], [5.8336, 0.2156, 4.4597], [4.7542, 2.0254, 6.0423], [3.3157, 1.1511, 6.5737], [3.6310, 1.7352, 4.8215], [5.2059, -0.4827, 6.2972], [3.4054, -1.8279, 5.6467], [4.5893, -2.0365, 4.3864], [3.2395, -1.0753, 4.1096], [6.1244, 1.1303, 4.4816]], "forces_ev_per_a": [[-0.74, 0.64, -0.66], [0.27, -1.46, -1.13], [0.47, 0.83, 1.47], [-2.18, 0.21, 0.71], [0.95, 0.59, 0.78], [1.04, -0.87, -1.10], [0.76, 0.49, 1.05], [1.37, 1.28, -0.55], [-0.74, -0.21, -0.08], [0.65, -3.42, -2.06], [-0.48, 1.58, 0.93], [0.03, 0.50, -0.05], [0.15, -0.03, -0.03], [-0.05, -0.22, 0.68], [0.40, 0.21, 0.12], [0.05, -0.55, -0.24], [-0.28, 0.55, -0.86], [-0.79, 0.47, 0.11], [0.51, 0.42, 0.23], [0.55, -0.20, 0.29], [0.44, -0.55, -0.17], [-0.15, -0.13, 0.51], [-0.37, 0.36, 0.32], [0.10, -0.34, 0.31], [-0.61, 0.30, -0.07], [-0.47, -0.64, -0.35], [-0.56, 0.18, -0.15], [-0.06, -0.35, -0.12], [0.05, -0.43, -0.25], [-0.29, 0.80, 0.38], [1.39, 0.03, 0.89], [-2.65, 1.12, -1.87], [1.75, -0.48, -0.41], [0.48, 0.35, 0.76], [-1.60, -0.34, -0.16], [-0.70, 1.70, -0.16], [2.25, -0.87, 1.86], [0.20, -0.48, 0.92], [-0.86, 0.59, -1.62], [-0.73, -2.71, -2.09], [0.49, 0.61, 0.36], [0.29, -0.32, 0.13], [-1.08, -0.64, 0.57], [-0.33, 0.22, -0.01], [0.06, 0.77, -0.29], [0.10, -0.14, 0.16], [-0.49, -0.24, -0.38], [0.11, 0.06, 0.73], [-0.05, 0.51, 0.18], [0.39, -0.10, -0.58], [0.71, -0.07, 0.00], [0.52, 0.13, 0.54], [0.16, 0.12, 0.34], [0.09, 0.07, -0.34], [0.11, 0.00, -0.49], [-0.46, 0.07, -0.04], [0.25, -0.13, 0.33], [-0.29, -0.37, 0.48], [-0.24, 0.11, -0.10], [0.11, 0.39, 0.40], [0.67, -0.10, 0.01], [-2.93, 0.50, -0.02], [-0.88, -0.63, 0.00], [1.11, -0.82, -0.37], [-0.72, -0.12, 1.15], [3.89, 1.55, -0.72], [-1.47, -1.56, -0.04], [0.05, 0.82, -0.41], [-1.27, 0.88, 0.57], [6.41, 4.00, -1.23], [-3.89, -2.99, 1.55], [-0.02, -0.01, -0.07], [-0.17, -0.78, -0.58], [0.56, 0.11, -0.23], [0.00, 0.10, 0.67], [0.39, 0.44, 0.12], [0.73, 0.14, 0.05], [-0.41, -0.13, -0.57], [-0.80, -0.25, -0.01], [0.08, -0.17, 0.14], [0.52, 0.85, 0.19], [0.33, -0.41, 0.63], [-0.24, 0.03, -0.96], [0.25, 0.04, 0.26], [-0.35, 0.54, 0.87], [-0.72, 0.29, -0.75], [0.09, -1.21, -0.13], [0.14, -0.60, 0.26], [-0.27, 0.39, -1.01], [-1.10, -0.85, 0.61], [-0.81, 1.09, -0.74], [-0.10, -1.15, 1.72], [-0.08, 1.12, -1.34], [-1.06, -0.17, -0.57], [0.52, 0.29, -0.67], [-1.73, -0.01, 0.49], [0.56, -1.73, -0.83], [0.32, -0.69, -0.86], [0.88, 1.75, 0.42], [-3.10, -6.55, 0.67], [2.78, 4.85, 0.32], [-0.42, -0.70, -0.26], [0.50, 0.09, 1.08], [-0.03, -0.06, 0.34], [0.36, -0.04, 0.53], [-0.55, -0.26, -0.02], [0.24, -0.04, -0.09], [0.10, 0.39, -0.71], [0.05, -0.65, 0.50], [0.05, 1.02, 0.20], [0.75, -0.32, -0.38], [0.41, 0.51, -0.29], [0.38, 0.00, 0.62], [0.13, 0.11, 0.05], [-0.09, 0.66, -0.05], [-0.54, 0.13, 0.02], [-0.30, -0.40, -0.29], [0.47, 0.15, 0.17], [-0.27, -0.27, -0.23], [0.60, 0.96, 0.20], [1.36, -0.56, -0.77], [-1.44, -2.83, -0.25], [0.83, 1.50, 1.78], [0.28, -0.16, 0.45], [-0.86, 1.79, -2.11], [1.06, -0.28, -0.15], [-1.05, -1.01, -0.93], [-0.50, 1.68, 0.46], [-0.14, 0.20, 1.55], [-3.27, -2.80, 0.72], [2.59, 2.59, -1.14], [-0.06, -0.07, 0.09], [-0.03, -0.43, 0.03], [0.00, 0.12, -0.06], [-0.32, -0.39, -0.62], [0.25, 0.09, -0.17], [0.01, -0.05, 0.30], [0.32, 0.34, 0.33], [0.13, -0.14, -0.54], [0.05, 0.44, 0.12], [0.22, -0.60, 0.09], [-1.10, 0.74, 0.63], [0.68, -0.12, 0.23], [-0.14, -0.22, -0.27], [0.94, -0.17, -0.12], [0.05, -0.08, 0.23], [0.02, -0.23, 0.41], [0.03, 0.05, 0.11], [-0.02, 0.08, -0.18], [0.14, 0.44, -0.24], [0.77, 1.25, 0.51], [-0.72, -0.67, -0.70], [-0.47, -1.09, 0.23], [-1.05, -0.77, 0.43], [1.20, 0.07, -0.63], [-1.26, -0.43, 0.30], [0.14, -0.78, 1.48], [0.63, 0.11, -1.41], [-0.86, -0.33, 1.07], [-0.31, 0.77, -1.12], [0.76, -0.03, 0.13], [0.34, 0.20, 0.13], [-0.29, -0.52, -0.66], [0.15, 0.68, 0.45], [0.26, -0.24, 0.49], [0.26, 0.88, 0.43], [-0.31, -0.17, -0.61], [-0.12, -0.21, -0.41], [-0.27, 0.38, -0.13], [-0.01, -0.07, -0.17], [0.42, 0.80, 0.26], [0.73, -0.42, -0.04], [0.20, -0.09, 0.06], [-0.17, 0.76, -0.14], [0.00, -0.54, -0.17], [-0.11, 1.90, -0.95], [0.14, -0.33, -0.92], [0.37, -0.43, 0.72], [-0.30, 0.09, 0.32], [-0.11, 0.00, 0.28], [-0.21, 0.13, 0.02], [-0.57, 0.00, -0.24], [-0.70, 0.24, 0.69], [0.70, -0.40, 0.34], [-0.20, 0.07, -0.02], [0.93, -0.79, -0.14], [1.78, -1.35, 1.24], [-0.42, 0.08, 2.29], [0.20, -0.46, -1.26], [-1.04, 1.68, -2.62], [0.00, -0.19, -0.72], [0.22, 0.06, 0.63], [-1.00, -0.14, -0.21], [0.26, -0.30, 0.18], [-0.39, 0.00, 0.05], [0.32, -0.01, 0.13], [0.06, 0.22, 0.46], [0.03, 0.38, -0.12], [1.72, -1.31, -0.83], [-2.58, -0.73, 1.12], [-0.09, 0.82, -0.87], [0.52, -0.18, -0.93], [0.16, -0.01, 0.44], [-0.21, 0.00, -0.42], [-0.77, -0.29, 0.10], [0.65, 0.58, 0.37], [0.26, 0.38, 0.46], [0.56, 0.08, 0.36], [-0.15, 0.59, -0.05], [-0.14, 0.08, 0.24]], "mulliken_charge": [-1.76, 1.46, -1.83, -1.41, -0.74, -0.89, 1.70, -1.92, -1.48, 0.54, -0.46, 0.54, 0.29, 0.32, 0.38, 0.39, 0.44, 0.45, 0.47, 0.48, 0.17, 0.11, 0.55, 0.60, 0.35, 0.03, 0.38, 0.19, 0.28, 0.37, -1.66, 1.55, -1.37, -1.26, -0.70, -1.18, 1.44, -1.80, -1.74, 0.35, -0.50, 0.32, 0.40, 0.34, 0.08, 0.03, 0.43, 0.45, 0.41, 0.42, 0.35, 0.42, 0.47, 0.34, 0.39, 0.35, 0.48, 0.34, 0.36, 0.38, -1.65, 1.59, -2.05, -1.30, 0.52, -1.88, 1.99, -1.90, -1.72, 0.22, -0.48, 0.27, 0.49, 0.28, 0.43, 0.33, 0.47, 0.34, 0.36, 0.46, -0.42, 0.49, 0.27, 0.44, 0.41, 0.44, 0.42, 0.33, 0.32, 0.42, -2.08, 1.98, -1.38, -1.34, -0.90, -1.18, 1.41, -1.65, -2.05, 0.19, -0.17, 0.57, 0.24, 0.36, -0.10, 0.56, 0.32, 0.42, 0.50, 0.38, 0.44, 0.44, 0.41, 0.54, 0.35, 0.20, 0.45, 0.45, 0.37, 0.31, -1.86, 1.42, -1.87, -1.51, -0.69, -1.25, 2.11, -1.74, -2.36, 0.60, -0.51, 0.39, 0.37, 0.43, 0.31, 0.43, 0.47, 0.47, 0.46, 0.37, 0.41, 0.51, 0.20, 0.19, 0.43, 0.42, 0.34, 0.54, 0.54, 0.35, -0.35, 0.06, -0.55, -0.96, -0.01, -0.21, -1.10, 0.55, -1.48, -0.24, 0.21, 0.31, -0.06, 0.60, 0.69, 0.35, -0.12, -0.16, 0.50, 0.41, 0.44, 0.33, 0.33, 0.54, -1.43, 1.22, -1.54, -0.62, 0.27, 0.35, 0.35, -0.06, 0.43, 0.35, 0.31, 0.45, -1.01, 0.69, -1.21, -0.23, -0.01, 0.41, 0.34, 0.13, 0.31, 0.25, 0.29, 0.01, -1.27, 0.53, -1.24, -0.53, 0.39, 0.37, 0.32, 0.17, 0.44, 0.37, 0.19, 0.34]}

=====

(3)
{"formula": "C5H8O", "method": "wB97M-V/def2-TZVPD", "e_tot_ev": -7358.8030, "orbital_gap_ev": 9.34, "relative_energy_kcal_mol": 79.6, "symbols": ["O", "C", "C", "C", "C", "C", "H", "H", "H", "H", "H", "H", "H", "H"], "coordinates": [[-2.4351, -1.1047, -0.3720], [-1.5336, -0.6617, 0.4688], [0.0630, 0.7478, -0.7459], [-0.1700, -0.6833, -0.1623], [0.9600, -0.3860, 0.8470], [0.7560, 1.1205, 0.5782], [-2.0546, -1.3878, -1.2355], [-0.8182, 1.3198, -1.0535], [0.7685, 0.6992, -1.5805], [-0.0338, -1.5265, -0.8656], [0.8013, -0.7483, 1.8663], [1.9291, -0.7368, 0.4780], [0.0358, 1.5443, 1.2829], [1.6391, 1.7623, 0.5221]], "forces_ev_per_a": [[0.12, 0.01, 0.04], [0.09, -0.10, -0.40], [-0.05, 0.18, -0.15], [-0.08, -0.10, 0.08], [0.10, -0.10, 0.12], [0.06, 0.15, 0.08], [-0.05, -0.04, 0.13], [0.13, -0.07, 0.05], [-0.11, 0.00, 0.11], [-0.10, 0.12, 0.13], [0.03, 0.06, -0.16], [-0.16, 0.04, 0.03], [0.12, -0.04, -0.09], [-0.12, -0.11, 0.03]], "mulliken_charge": [-0.20, -0.53, -0.65, 0.28, -0.74, -0.54, 0.30, 0.29, 0.27, 0.33, 0.31, 0.27, 0.27, 0.33]}